{
  "formula": "C4H10NS2",
  "method": "ωB97M-V/def2-TZVPD",
  "elements": ["C", "C", "C", "C", "N", "S", "S", "H", "H", "H", "H", "H", "H", "H", "H", "H", "H"],
  "positions_angstrom": [[0.066, -1.066, 0.599], [-0.909, 0.868, -2.017], [1.418, -1.408, 0.997], [0.135, 1.029, -0.841], [-0.140, 2.001, 0.013], [-1.151, -2.331, 0.858], [0.886, -0.283, 2.361], [-1.918, 0.680, -1.523], [-0.628, -0.086, -2.542], [-0.887, 1.825, -2.606], [1.660, -2.389, 1.413], [2.168, -1.310, 0.241], [1.196, 0.782, -0.862], [-1.056, 2.474, -0.048], [0.684, 2.345, 0.545], [-2.267, -1.738, 0.321], [0.742, -1.391, 3.090]],
  "atomic_forces_ev_per_a": [[-1.5, -0.4, -0.7], [0.8, -1.4, 1.9], [-0.5, -1.6, -0.1], [-1.6, 0.9, -0.2], [1.0, -0.1, -0.5], [0.3, 0.9, -0.4], [0.7, 0.0, -0.6], [1.2, 0.5, -0.8], [-0.4, 1.3, 0.0], [0.0, -1.2, 0.3], [-0.4, -0.1, 0.3], [0.9, 1.5, 0.0], [-0.4, -0.4, -0.4], [1.0, -0.2, 0.5], [-1.6, 0.1, -0.2], [0.8, -0.1, 0.3], [-0.3, 0.1, 0.5]],
  "charge": 1,
  "lumo_energy_ha": -0.139,
  "orbital_gap_ev": 8.63,
  "e_above_lowest_kj_mol": 301.1,
  "homo_ev": -12.42,
  "max_force_ev_per_a": 2.5,
  "spin_multiplicity": 1
}